1.
DFT (the ωB97M-V functional and the def2-TZVPD basis) results for a single C5H12O molecule.

Positions of all 18 atoms, in Å:
C -0.844 -2.009 0.445
C -1.511 -0.670 0.100
C -0.640 0.352 -0.576
C 0.154 2.187 -0.105
O 0.564 0.633 0.380
C 1.836 0.125 -0.028
H -0.425 -2.480 -0.454
H -0.029 -1.863 1.165
H -1.556 -2.711 0.893
H -1.955 -0.244 1.012
H -2.350 -0.846 -0.588
H -0.152 -0.072 -1.466
H 0.065 2.479 -1.152
H 1.080 2.614 0.315
H -0.711 2.531 0.455
H 2.585 0.372 0.731
H 1.765 -0.963 -0.137
H 2.124 0.565 -0.990

natural (NBO) atomic charge list, values in e, 2 entries: -0.618 -0.463



2.
DFT (the ωB97M-V functional and the def2-TZVPD basis) results for a molecular structure, C5H12O at a distorted geometry.

Positions of all 18 atoms, in Å:
C -1.931 0.280 0.140
O -1.606 1.506 -0.270
C -0.891 -0.810 0.488
C -0.011 -1.464 -0.389
C 1.612 -0.452 -0.349
C 1.372 0.935 -0.862
H -2.619 0.372 0.995
H -2.580 -0.139 -0.664
H 0.078 1.050 2.384
H -0.336 1.483 1.924
H -1.185 -1.327 1.400
H 0.505 -2.410 -0.299
H -0.312 -1.383 -1.434
H 1.570 -0.452 0.733
H 2.402 -1.033 -0.804
H 0.348 1.257 -0.685
H 1.540 0.957 -1.942
H 2.044 1.631 -0.365

natural (NBO) atomic charge list, values in e, 2 entries: -0.153 -0.759



3.
DFT (the ωB97M-V functional and the def2-TZVPD basis) results for a single C5H12O molecule.

Positions of all 18 atoms, in Å:
C -2.486 0.579 -0.087
C -1.344 -0.255 -0.681
C -0.372 -0.645 0.439
C 1.068 -1.081 0.109
O 1.930 -0.251 0.870
C 2.510 0.828 0.174
H -3.061 -0.018 0.632
H -3.178 0.947 -0.852
H -2.083 1.444 0.457
H -0.812 0.349 -1.430
H -1.761 -1.123 -1.211
H -0.167 0.266 1.003
H -0.859 -1.329 1.148
H 1.298 -2.117 0.393
H 1.279 -0.991 -0.967
H 2.672 1.664 0.865
H 1.884 1.223 -0.645
H 3.484 0.509 -0.219

natural (NBO) atomic charge list, values in e, 2 entries: -0.601 -0.394



4.
DFT (the ωB97M-V functional and the def2-TZVPD basis) results for a single C5H12O molecule.

Positions of all 18 atoms, in Å:
C -1.575 0.940 1.007
C -0.095 0.894 0.570
C 0.259 -0.222 -0.442
C 1.575 0.099 -1.146
C 0.363 -1.576 0.271
O -0.706 -0.296 -1.492
H -2.124 1.744 0.504
H -1.685 1.116 2.081
H -2.100 0.001 0.798
H 0.548 0.754 1.447
H 0.183 1.864 0.140
H 2.389 0.256 -0.430
H 1.447 1.003 -1.750
H 1.855 -0.718 -1.820
H 1.186 -1.559 0.996
H 0.555 -2.378 -0.449
H -0.560 -1.823 0.808
H -1.557 -0.011 -1.144

natural (NBO) atomic charge list, values in e, 2 entries: -0.636 -0.425



5.
DFT (the ωB97M-V functional and the def2-TZVPD basis) results for 2 unconnected molecules or ions with the total composition C5H12O at a distorted geometry.

Positions of all 18 atoms, in Å:
C -0.122 1.294 2.413
C -0.186 -0.001 2.668
O 0.902 -0.778 3.014
H -0.946 1.573 1.691
H 0.634 1.968 2.662
H -1.163 -0.549 2.390
H 0.585 -1.687 2.721
C -0.364 -1.373 -1.201
C -0.200 -0.156 -2.194
C 0.588 1.029 -1.569
H 0.509 -2.046 -1.281
H -1.256 -1.992 -1.482
H -0.399 -1.071 -0.167
H -1.221 0.222 -2.490
H 0.234 -0.494 -3.128
H 0.169 2.065 -1.724
H 0.620 0.895 -0.458
H 1.616 1.098 -1.865

natural (NBO) atomic charge list, values in e, 2 entries: -0.516 0.131



6.
DFT (the ωB97M-V functional and the def2-TZVPD basis) results for 2 unconnected molecules or ions with the total composition C5H12O at a distorted geometry.

Positions of all 18 atoms, in Å:
C -0.835 1.515 1.264
C -1.231 0.769 0.174
C -2.578 0.051 0.039
H -0.613 2.595 1.051
H -1.246 1.219 2.212
H -0.706 1.050 -0.791
H -3.163 0.632 -0.678
H -3.094 -0.050 1.022
H -2.472 -0.991 -0.375
C 1.723 0.040 -1.372
C 2.030 -0.982 -0.215
O 0.771 -1.318 0.360
H 1.017 -0.315 -2.210
H 2.730 0.142 -1.942
H 1.622 0.955 -0.911
H 2.451 -1.896 -0.689
H 2.631 -0.454 0.620
H 0.017 -0.705 0.471

natural (NBO) atomic charge list, values in e, 2 entries: -0.406 -0.220



7.
DFT (the ωB97M-V functional and the def2-TZVPD basis) results for a single C5H12O molecule.

Positions of all 18 atoms, in Å:
C -2.317 0.857 -0.918
C -1.318 -0.276 -0.707
C -0.417 -0.048 0.505
C 0.718 -1.072 0.614
O 1.830 -0.578 1.336
C 2.656 0.258 0.566
H -2.985 0.967 -0.056
H -2.936 0.687 -1.803
H -1.793 1.811 -1.054
H -0.690 -0.372 -1.602
H -1.851 -1.230 -0.607
H 0.022 0.957 0.440
H -1.012 -0.059 1.426
H 0.382 -1.966 1.151
H 1.037 -1.396 -0.393
H 3.422 0.660 1.234
H 2.106 1.100 0.117
H 3.146 -0.298 -0.250

natural (NBO) atomic charge list, values in e, 2 entries: -0.601 -0.394



8.
DFT (the ωB97M-V functional and the def2-TZVPD basis) results for 2 unconnected molecules or ions with the total composition C5H12O at a distorted geometry.

Positions of all 18 atoms, in Å:
C 1.559 -1.783 -4.924
C 2.870 -1.491 -4.248
O 3.871 -2.074 -4.580
H 0.872 -2.129 -4.149
H 1.072 -0.866 -5.279
H 1.648 -2.449 -5.774
H 2.811 -0.986 -3.265
C -1.671 0.898 4.184
C -0.821 1.368 3.002
C -1.453 1.032 1.612
H -2.677 1.289 4.072
H -1.728 -0.196 4.136
H -1.159 1.078 5.114
H -0.674 2.453 2.995
H 0.167 0.925 3.054
H -0.651 1.320 0.941
H -2.342 1.638 1.507
H -1.694 -0.028 1.601

natural (NBO) atomic charge list, values in e, 2 entries: -0.720 0.430



no.,frontier orbital gap (eV),E_tot (eV)
1,7.56,-7421.3307
2,5.83,-7420.4378
3,10.69,-7426.2296
4,11.06,-7427.1802
5,9.79,-7425.2602
6,10.01,-7424.0953
7,10.83,-7426.5521
8,10.84,-7426.2605